No. 1
Below is a structure of composition C4H7ClOS at a distorted geometry, with properties calculated with ωB97M-V/def2-TZVPD.

E_HOMO = -9.492 eV
Maximum force = 6.13 eV Å⁻¹
E = -29663.3957 eV
Energy above the lowest of the compared OMol25 structures with the same formula, charge and spin = 305.17 kJ/mol
LUMO energy = -0.3 eV

```
! RIJCOSX wB97M-V def2-TZVPD def2/J DEFGRID3
* xyz 0 1
C -0.55 -0.77 -1.08
C -0.57 0.33 0.02
C -0.19 -0.25 1.32
C 0.47 1.40 -0.27
H -1.27 -1.66 -0.81
H -0.84 -0.37 -2.15
H 0.47 -1.12 -1.02
H -0.60 -1.37 1.34
H 0.97 -0.23 1.62
H -0.47 0.37 2.29
H 1.93 -0.84 -0.93
O 0.58 2.66 -0.17
S 2.25 0.67 -0.09
Cl -2.17 1.18 -0.07
*
```


No. 2
Below is a structure of composition Cl2F2O8Sr2 at a distorted geometry, with properties calculated with ωB97M-V/def2-TZVPD.

E_HOMO = -7.974 eV
Maximum force = 4.75 eV Å⁻¹
E = -48517.7113 eV
Energy above the lowest of the compared OMol25 structures with the same formula, charge and spin = 121.91 kJ/mol
LUMO energy = -3.0 eV

```
! RIJCOSX wB97M-V def2-TZVPD def2/J DEFGRID3
* xyz 0 1
Sr 1.31 0.07 2.52
Sr -2.41 -0.11 -0.56
F -0.07 -0.31 0.51
F 1.52 -2.30 2.12
Cl 2.12 -1.39 -3.10
O 2.41 -0.36 -4.11
O 3.31 -2.14 -2.73
O 1.54 -0.76 -1.95
O 1.16 -2.35 -3.67
Cl -2.15 1.96 2.18
O -3.17 2.25 1.20
O -0.84 2.25 1.72
O -2.57 2.69 3.39
O -2.15 0.50 2.47
*
```


No. 3
Below is an isolated molecule of C18H10Br2FN3OS at a distorted geometry, with properties calculated with ωB97M-V/def2-TZVPD.

Structure (SMILES) = O=C(Nc1c(-c2cccs2)nc2c(Br)cc(Br)cn12)c1ccc(F)cc1
E_HOMO = -8.073 eV
Maximum force = 5.17 eV Å⁻¹
E = -178981.6536 eV
Energy above the lowest of the compared OMol25 structures with the same formula, charge and spin = 15.27 kJ/mol
LUMO energy = 0.0 eV

```
! RIJCOSX wB97M-V def2-TZVPD def2/J DEFGRID3
* xyz 0 1
O -0.50 1.04 -2.15
C 0.22 0.99 -1.21
N 0.01 0.36 -0.03
C -0.87 -0.70 0.11
C -1.47 -0.96 1.27
C -1.33 -0.27 2.53
C -1.08 1.11 2.82
C -1.07 1.53 4.24
C -1.54 0.50 4.98
S -2.06 -0.83 4.01
N -2.11 -2.13 1.31
C -2.06 -2.51 0.06
C -2.67 -3.79 -0.36
Br -3.41 -5.13 0.78
C -2.62 -3.94 -1.74
C -1.91 -2.96 -2.60
Br -1.93 -3.12 -4.54
C -1.28 -1.90 -2.10
N -1.35 -1.66 -0.73
C 1.61 1.66 -1.29
C 2.34 1.65 -2.51
C 3.69 2.04 -2.59
C 4.26 2.63 -1.47
F 5.57 3.06 -1.54
C 3.63 2.68 -0.28
C 2.24 2.31 -0.20
H 0.52 0.58 0.80
H -0.99 1.84 2.10
H -0.70 2.50 4.57
H -1.52 0.56 6.10
H -2.91 -4.98 -2.02
H -0.72 -1.28 -2.75
H 1.83 1.21 -3.35
H 4.29 2.08 -3.46
H 4.15 3.25 0.48
H 1.74 2.59 0.75
*
```